1.
The following is a DFT calculation (ωB97M-V/def2-TZVPD) of a structure of composition C27H21F2KN7S.

XYZ file:
```
59
Properties=species:S:1:pos:R:3
K 0.57 -0.58 -0.53
N 3.20 -1.94 -4.14
C 3.11 -1.56 -2.83
S 3.48 0.08 -2.44
N 2.79 -2.58 -2.03
N 2.61 -2.18 -0.75
C 2.50 -3.12 0.12
C 2.16 -2.80 1.52
C 2.06 -3.85 2.44
C 1.73 -3.58 3.75
C 1.52 -2.26 4.12
C 1.65 -1.28 3.15
N 1.95 -1.53 1.88
H 3.22 -1.20 -4.82
H 2.72 -2.79 -4.37
H 2.61 -4.16 -0.18
H 2.22 -4.87 2.10
H 1.64 -4.38 4.47
H 1.27 -1.98 5.14
H 1.49 -0.23 3.39
F -2.84 -0.96 -5.58
C -2.83 -1.01 -4.22
C -1.63 -0.98 -3.54
C -1.58 -1.01 -2.14
C -2.82 -1.10 -1.47
C -4.01 -1.13 -2.21
F -5.23 -1.18 -1.58
C -4.05 -1.08 -3.58
C -2.86 -1.16 0.03
C -3.84 -1.88 0.73
C -3.80 -1.93 2.11
C -2.80 -1.26 2.79
C -1.88 -0.57 2.03
N -1.88 -0.53 0.70
H -0.73 -0.93 -4.15
H -4.99 -1.09 -4.12
H -4.61 -2.40 0.18
H -4.54 -2.51 2.65
H -2.72 -1.27 3.87
H -1.07 -0.02 2.51
N 2.75 1.78 0.34
C 2.22 3.02 0.53
C 2.90 4.05 1.14
C 2.30 5.31 1.34
C 1.02 5.56 0.96
C 0.27 4.52 0.34
C -1.07 4.68 -0.07
C -1.74 3.64 -0.64
C -1.06 2.41 -0.81
N 0.18 2.23 -0.45
C 0.86 3.26 0.12
H 3.75 1.69 0.37
H 2.36 1.20 -0.40
H 3.93 3.89 1.45
H 2.88 6.09 1.82
H 0.55 6.53 1.11
H -1.56 5.64 0.08
H -2.77 3.73 -0.95
H -1.57 1.56 -1.25
```

The molecular weight comes out at 552.7 g/mol. The HOMO-LUMO gap is 6.497 eV. As for the LUMO energy: 2.3 eV. Its total charge is -1. The value obtained for the highest occupied orbital energy is -0.155 Ha. Its energy above the lowest of the compared OMol25 structures with the same formula, charge and spin is 0.0113 eV.


2.
The following is a DFT calculation (ωB97M-V/def2-TZVPD) of a cluster of 2 separate species, C4H10NP in total in a non-equilibrium geometry.

XYZ file:
```
16
Properties=species:S:1:pos:R:3
C 0.65 -0.29 0.55
C 1.35 -1.03 1.66
C 0.86 -0.62 -0.91
C -2.46 1.25 -1.53
N 0.36 1.06 0.77
P -1.06 0.31 1.02
H 0.90 -1.17 2.66
H 2.39 -0.53 1.67
H 1.40 -2.10 1.27
H 0.02 -1.40 -1.11
H 1.78 -1.27 -1.02
H 0.84 0.22 -1.52
H -3.40 1.07 -1.14
H -2.39 0.89 -2.57
H -2.03 2.15 -1.31
H 0.79 1.47 1.52
```

The molecular weight comes out at 103.1 g/mol. The HOMO-LUMO gap (spin up / spin down) is 8.614 / 7.533 eV. As for the LUMO energy (spin up / spin down): 0.2 / 0.4 eV. Its total charge is 0. The value obtained for the highest occupied orbital energy (spin up / spin down) is -0.310 / -0.263 Ha. Its energy above the lowest of the compared OMol25 structures with the same formula, charge and spin is 3.9592 eV.